Computed, not measured: 11 unconnected molecules or ions with the total composition C39H98NO11, with wB97M-V/def2-TZVPD.

XYZ file:
```
149
C39H98NO11 (wB97M-V/def2-TZVPD)
O 1.050 -16.577 15.014
O -0.057 -10.727 19.668
O 5.995 -8.912 22.369
O 0.219 -13.635 15.848
O -4.242 -17.087 16.518
O 5.015 -16.255 21.020
O 4.851 -8.256 16.089
O 6.487 -11.159 20.666
O -0.425 -11.093 22.675
O 5.731 -13.528 22.001
O 0.943 -13.228 18.468
N -3.830 -16.172 17.202
C 2.441 -16.848 15.077
C 8.243 -9.952 19.610
C 3.265 -15.694 14.471
C 2.798 -12.613 19.850
C -2.648 -16.378 18.158
C 3.871 -8.082 17.080
C -0.832 -9.462 17.880
C 2.580 -14.868 18.666
C -2.220 -15.171 18.966
C 5.972 -12.372 24.010
C -5.798 -14.829 16.771
C 2.318 -13.380 18.644
C 7.587 -14.179 23.447
C 3.041 -16.037 22.443
C 7.874 -11.274 20.302
C 3.637 -9.210 22.000
C -4.235 -14.777 16.816
C 8.175 -12.518 19.395
C -1.116 -12.268 23.092
C 4.157 -18.187 22.155
C -2.635 -12.277 23.152
C 3.613 -9.384 17.845
C 4.834 -8.230 22.009
C 6.152 -13.692 23.348
C -3.820 -13.707 17.782
C 2.565 -7.524 16.544
C -0.555 -13.298 22.120
C -3.686 -14.529 15.391
C -2.315 -13.893 18.168
C 0.040 -12.950 13.649
C -0.770 -9.528 19.421
C 2.645 -18.144 14.390
C -0.190 -8.234 20.086
C 0.101 -12.413 15.093
C -3.126 -17.448 19.167
C 3.810 -16.927 21.438
C -1.525 -16.929 17.270
C 1.306 -11.508 15.269
C 5.130 -7.491 20.754
H -0.827 -17.452 17.902
H 0.832 -8.156 19.816
H 4.286 -16.068 14.504
H 3.649 -15.115 18.598
H 2.038 -18.931 14.852
H 6.210 -12.013 21.044
H 3.138 -9.196 18.813
H 0.999 -13.402 13.360
H -1.056 -16.126 16.736
H -0.661 -10.332 23.213
H 1.905 -7.109 17.297
H -1.028 -13.204 21.142
H 7.704 -15.225 23.151
H -4.028 -12.682 17.437
H 3.703 -18.419 14.337
H 8.080 -9.047 20.210
H -3.803 -15.417 14.781
H 4.783 -9.133 15.658
H 4.339 -7.374 17.788
H -3.060 -12.276 22.127
H 2.660 -8.752 21.764
H 8.152 -13.527 22.749
H 2.695 -16.923 16.128
H -0.656 -12.617 24.017
H 7.992 -14.065 24.452
H -0.880 -11.965 15.294
H 3.607 -9.716 22.950
H -2.887 -13.191 23.697
H 3.168 -17.024 20.533
H 0.498 -13.119 22.052
H 3.822 -12.849 20.071
H 3.028 -10.107 17.260
H -1.428 -8.638 17.461
H -1.992 -17.614 16.562
H 7.774 -12.489 18.377
H -1.257 -15.253 19.417
H 4.239 -6.897 20.436
H 6.157 -9.635 21.723
H -1.754 -9.617 19.860
H 9.228 -12.739 19.391
H 4.755 -18.802 21.502
H 1.118 -10.590 14.709
H 3.031 -15.446 13.428
H -0.730 -14.328 22.470
H -6.071 -15.708 16.179
H 4.568 -9.889 18.079
H 5.417 -14.387 21.656
H 2.350 -18.016 13.339
H 1.551 -11.249 16.302
H -3.113 -11.490 23.733
H 6.130 -12.421 25.091
H 4.815 -17.953 22.984
H -6.135 -14.937 17.791
H 3.241 -18.719 22.472
H 2.076 -15.343 19.525
H 3.781 -10.043 21.276
H 0.207 -9.455 17.582
H -2.607 -14.398 15.558
H 2.780 -12.905 17.736
H -3.000 -15.027 19.732
H -1.239 -10.420 17.546
H -6.270 -13.948 16.388
H 4.937 -12.009 23.851
H 4.588 -7.521 22.817
H 3.402 -15.999 23.469
H -0.275 -12.232 12.859
H 5.477 -14.416 23.808
H 2.244 -12.955 20.746
H 6.693 -11.645 23.627
H 0.012 -10.890 20.614
H -0.281 -8.185 21.166
H 2.592 -11.539 19.709
H -0.683 -13.763 13.627
H 8.428 -11.400 21.220
H -4.068 -13.618 14.926
H 5.246 -8.236 19.955
H -3.557 -18.231 18.568
H -0.712 -7.348 19.712
H 0.589 -12.501 19.005
H 5.519 -16.684 20.326
H 2.137 -15.268 17.745
H 0.415 -13.443 16.785
H 0.915 -15.647 15.307
H 2.888 -6.791 15.781
H -3.840 -16.954 19.830
H 3.232 -14.845 15.136
H -1.693 -13.901 17.260
H -1.974 -13.026 18.753
H 6.055 -6.925 20.805
H -4.353 -13.796 18.707
H 3.023 -14.974 22.123
H 2.136 -12.001 14.771
H 1.978 -16.319 22.399
H 7.707 -13.394 19.881
H 7.704 -9.901 18.658
H 9.277 -9.990 19.351
H 2.028 -8.319 15.988
H -2.278 -17.802 19.803
```

Output
- expectation value of S² = 0.754
- E_LUMO (spin up / spin down) (eV) = 0.23 / 0.23
- electronic energy (Ha) = -2427.04862
- highest occupied orbital energy (spin up / spin down) (eV) = -7.178 / -9.020
- multiplicity = 2
- orbital gap (spin up / spin down) (eV) = 7.4054 / 9.2477
- molar mass (g mol⁻¹) = 757.21

Results of the Löwdin charge analysis, in e, for atoms 1 through 5: -0.07 -0.08 -0.07 -0.11 -0.01